[1]
ORCA calculation (wB97M-V/def2-TZVPD) on a gas-phase ion, C3H10NS (charge +2).

```
15
Properties=species:S:1:pos:R:3:forces:R:3
C 0.030 -1.738 -0.881 -2.5 -1.9 0.8
N -1.192 -2.285 -0.602 1.1 -0.2 -0.6
H 0.777 -1.577 -0.110 0.1 -1.1 0.2
H 0.408 -1.856 -1.894 -0.1 0.3 -0.1
H -1.466 -2.805 0.239 0.5 0.6 -0.2
H -1.892 -2.268 -1.350 0.5 -0.6 0.3
C 0.779 2.293 0.955 0.1 -1.4 0.3
C 0.159 0.866 0.907 0.3 2.8 0.7
S -0.279 0.320 -0.856 -0.2 -0.2 1.1
H 1.825 2.192 1.229 0.3 0.0 -0.3
H 0.313 2.820 1.793 -0.3 0.2 -0.5
H 0.682 2.735 -0.027 0.0 0.8 0.3
H 0.668 0.102 1.514 0.0 -0.6 -1.0
H -0.887 0.934 1.211 -0.4 -0.2 0.1
H 0.073 0.266 -2.128 0.8 1.5 -1.1
```
Forces are in eV/Å.

The value obtained for the lowest unoccupied orbital energy (spin up / spin down) is -11.30 / -14.94 eV. The strongest force on any atom is 0.06357 hartree/bohr. The calculation puts the total energy at -572.33020 Ha. The value obtained for the energy relative to the best compared isomer or geometry (same formula, charge and spin) is 488.5 kJ/mol. As for the multiplicity: 2. Its expectation value of S² is 0.756. The net charge is +2. The calculation puts the HOMO energy (spin up / spin down) at -19.791 / -19.688 eV. The calculation puts the orbital gap (spin up / spin down) at 8.496 / 4.750 eV.

[2]
ORCA calculation (wB97M-V/def2-TZVPD) on a molecular structure, C38H44GeHfN10OS3.

```
98
Properties=species:S:1:pos:R:3:forces:R:3
Hf -1.353 0.901 -0.072 0.4 0.3 0.1
O -3.158 -0.325 -3.114 0.0 0.0 -0.1
C -2.353 -0.570 -2.240 0.2 -0.1 -0.1
N -1.144 0.095 -2.044 -0.4 0.1 0.1
C -0.817 0.987 -3.158 0.0 0.0 0.0
C -1.099 2.416 -2.809 0.0 0.0 0.1
C -0.894 3.439 -3.722 -0.1 0.0 0.0
C -1.317 4.716 -3.410 0.0 0.0 0.0
C -1.942 4.939 -2.183 0.0 0.0 0.0
C -2.063 3.893 -1.306 0.0 -0.1 0.0
N -1.623 2.640 -1.585 -0.1 0.0 0.0
C -2.620 -1.611 -1.201 0.1 0.0 0.0
C -3.400 -2.718 -1.447 0.0 0.0 0.0
C -3.535 -3.652 -0.427 0.0 -0.1 0.0
C -2.900 -3.421 0.785 0.0 0.0 0.0
C -2.177 -2.256 0.961 0.0 0.0 -0.1
N -2.028 -1.354 -0.022 0.0 0.0 0.0
H -1.429 0.730 -4.024 0.0 0.0 -0.1
H 0.225 0.858 -3.451 0.0 0.0 0.0
H -0.451 3.213 -4.684 0.0 0.0 0.0
H -1.191 5.526 -4.118 0.0 0.0 0.0
H -2.329 5.913 -1.918 0.0 0.0 0.0
H -2.542 4.034 -0.350 0.0 0.0 0.0
H -3.874 -2.839 -2.412 0.0 0.0 0.0
H -4.125 -4.547 -0.577 0.0 0.0 0.0
H -2.975 -4.132 1.597 0.0 0.0 0.0
H -1.699 -2.044 1.906 0.0 0.0 0.0
N -4.690 1.767 -1.502 0.0 0.0 0.1
C -4.620 1.498 -0.196 0.0 0.0 -0.1
N -3.494 1.149 0.452 0.0 -0.1 0.1
C -3.786 0.813 1.796 0.1 0.1 0.0
C -5.068 0.999 2.147 -0.1 0.0 0.0
S -6.009 1.547 0.811 -0.1 0.0 0.0
C -2.697 0.362 2.669 0.0 0.0 -0.1
C -2.798 -0.010 3.958 0.0 0.0 0.1
S -1.249 -0.390 4.609 0.0 0.0 0.0
C -0.525 -0.017 3.097 -0.1 -0.1 0.0
N -1.389 0.334 2.155 -0.2 0.0 0.1
N 0.807 -0.066 2.916 0.1 0.1 0.0
H -4.024 1.352 -2.141 0.0 0.0 -0.1
H -5.594 1.967 -1.908 0.0 0.0 0.0
H -5.528 0.848 3.111 0.0 0.0 0.0
H -3.679 -0.083 4.576 0.0 0.0 0.0
H 1.402 -0.452 3.631 0.0 0.0 0.0
H 1.175 -0.019 1.981 0.0 0.0 0.0
N 2.563 3.019 0.446 0.1 0.0 0.0
C 3.710 2.369 -0.094 -0.1 0.0 0.0
C 4.972 2.880 0.151 0.0 0.0 0.0
C 6.079 2.233 -0.383 0.0 0.0 0.0
C 5.923 1.083 -1.145 0.0 0.0 0.0
C 4.655 0.565 -1.375 0.0 0.0 0.0
C 3.555 1.217 -0.841 0.1 -0.1 0.0
S 1.925 0.678 -1.261 -0.1 0.1 0.0
N 0.924 1.401 -0.038 0.1 -0.2 0.0
C 1.351 2.512 0.554 -0.1 0.0 0.0
C 0.375 3.226 1.423 0.0 -0.1 0.0
C 0.765 4.179 2.347 0.0 0.0 0.0
C -0.205 4.818 3.111 0.0 0.0 0.0
C -1.528 4.464 2.927 0.0 0.0 0.0
C -1.832 3.475 2.005 0.0 0.0 0.0
N -0.908 2.859 1.260 0.0 0.0 0.0
H 2.729 3.926 0.858 0.0 0.0 0.0
H 5.098 3.779 0.746 0.0 0.0 0.0
H 7.067 2.635 -0.208 0.0 0.0 0.0
H 6.788 0.593 -1.571 0.0 0.0 0.0
H 4.535 -0.318 -1.994 0.0 0.0 0.0
H 1.804 4.429 2.513 0.0 0.0 0.0
H 0.076 5.570 3.836 0.0 0.0 0.0
H -2.323 4.934 3.491 0.0 0.0 0.0
H -2.859 3.171 1.857 0.0 0.0 0.0
C 1.393 -3.593 2.489 -0.1 0.0 0.1
C 2.900 -3.363 2.485 0.1 0.0 0.0
C 3.571 -3.422 1.115 0.0 0.0 0.0
C 3.441 -2.148 0.249 0.2 0.0 0.1
Ge 1.780 -1.783 -0.684 0.1 0.0 -0.1
C 1.489 -2.355 -2.510 0.0 -0.1 -0.1
C 1.761 -3.849 -2.757 0.0 0.0 0.1
C 0.590 -4.731 -2.338 0.0 0.0 0.0
C 0.266 -4.629 -0.857 -0.1 0.1 0.1
H 0.988 -3.507 3.500 0.0 0.0 0.0
H 1.151 -4.595 2.134 0.0 0.0 0.0
H 0.848 -2.882 1.860 0.0 0.1 0.0
H 3.357 -4.128 3.114 0.0 0.0 0.0
H 3.157 -2.411 2.966 0.0 0.0 0.0
H 3.234 -4.302 0.566 0.0 -0.1 0.0
H 4.643 -3.565 1.259 0.0 0.0 0.0
H 4.202 -2.177 -0.534 0.0 0.0 0.0
H 3.678 -1.271 0.861 0.0 0.0 0.0
H 0.591 -1.379 0.195 -0.2 0.0 0.1
H 2.154 -1.739 -3.124 0.1 0.0 0.0
H 0.467 -2.095 -2.796 0.0 0.0 0.0
H 2.672 -4.166 -2.236 0.0 0.0 0.0
H 1.966 -3.983 -3.820 0.0 0.0 0.0
H 0.827 -5.767 -2.581 0.0 0.0 0.0
H -0.289 -4.475 -2.937 0.0 0.0 0.0
H 1.121 -4.911 -0.242 0.1 0.0 0.0
H -0.558 -5.285 -0.571 0.0 0.0 0.0
H -0.062 -3.616 -0.561 0.0 -0.1 -0.1
```
Forces are in eV/Å.

The value obtained for the lowest unoccupied orbital energy is -11.36 eV. The strongest force on any atom is 0.01001 hartree/bohr. The calculation puts the total energy at -5415.67389 Ha. The value obtained for the energy relative to the best compared isomer or geometry (same formula, charge and spin) is 0.0 kJ/mol. The net charge is +4. The calculation puts the HOMO energy at -18.156 eV. The calculation puts the orbital gap at 6.794 eV.

[3]
ORCA calculation (wB97M-V/def2-TZVPD) on C17H20ClN3O3S in the gas phase.

```
45
Properties=species:S:1:pos:R:3:forces:R:3
C 2.606 1.470 0.707 0.1 0.0 0.0
C 3.703 0.634 0.113 0.0 0.1 0.0
C 4.992 1.126 -0.058 0.0 -0.3 -0.1
Cl 5.386 2.747 0.421 0.1 0.2 0.0
C 6.008 0.360 -0.608 0.1 0.0 0.0
C 5.738 -0.936 -1.003 0.0 0.2 0.1
C 4.470 -1.463 -0.850 -0.1 -0.2 -0.1
C 3.458 -0.688 -0.296 0.5 0.0 -0.2
N 2.166 -1.192 -0.120 -0.1 0.6 0.2
C 1.673 -2.426 -0.392 -0.4 0.1 0.2
O 2.276 -3.351 -0.883 0.1 -0.2 -0.1
C 0.188 -2.538 -0.018 0.0 -0.2 -0.1
N -0.141 -1.696 1.110 0.4 -0.2 0.1
C -1.381 -1.125 1.318 -0.5 0.4 0.1
C -1.728 -0.721 2.615 0.0 -0.1 -0.1
C -2.929 -0.094 2.875 0.0 0.0 -0.1
C -3.825 0.161 1.846 -0.2 0.1 0.1
C -3.475 -0.224 0.568 -0.4 0.2 -0.4
S -4.562 0.164 -0.807 0.0 0.3 -0.2
O -5.919 0.167 -0.352 0.1 0.2 0.3
O -4.200 -0.662 -1.920 0.3 0.1 0.1
N -4.172 1.740 -1.218 -0.4 -1.0 0.1
C -2.847 1.903 -1.756 0.4 -0.1 -0.2
C -4.587 2.738 -0.266 -0.2 0.2 0.3
C -2.279 -0.849 0.286 0.3 -0.2 -0.1
H 2.981 2.460 0.947 -0.1 0.0 0.0
H 2.228 1.022 1.627 -0.1 0.0 0.1
H 1.780 1.585 0.005 -0.1 0.0 0.0
H 6.994 0.781 -0.722 0.1 0.1 0.0
H 6.521 -1.540 -1.433 0.1 -0.1 0.0
H 4.253 -2.472 -1.156 0.0 0.0 0.0
H 1.500 -0.556 0.300 0.0 -0.2 0.0
H -0.387 -2.229 -0.893 0.1 0.0 0.1
H -0.033 -3.598 0.165 0.1 0.1 -0.1
H 0.306 -1.998 1.966 -0.1 0.0 -0.1
H -1.041 -0.921 3.426 0.1 0.0 0.1
H -3.173 0.193 3.886 0.0 0.0 0.1
H -4.783 0.620 2.021 -0.1 0.1 0.1
H -2.665 1.065 -2.424 0.2 0.1 -0.1
H -2.800 2.833 -2.324 0.0 0.0 0.0
H -2.079 1.925 -0.971 0.0 0.0 0.0
H -5.569 2.447 0.098 0.0 0.2 0.1
H -4.660 3.704 -0.766 0.0 0.0 0.0
H -3.890 2.824 0.578 0.0 0.0 0.0
H -2.095 -1.130 -0.738 0.1 -0.1 -0.1
```
Forces are in eV/Å.

The value obtained for the lowest unoccupied orbital energy is 0.30 eV. The SMILES is Cc1c(Cl)cccc1NC(=O)CNc1cccc(S(=O)(=O)N(C)C)c1. The strongest force on any atom is 0.02186 hartree/bohr. The calculation puts the total energy at -1908.18863 Ha. The value obtained for the energy relative to the best compared isomer or geometry (same formula, charge and spin) is 103.5 kJ/mol. The net charge is 0. The calculation puts the HOMO energy at -8.714 eV. The calculation puts the orbital gap at 9.015 eV.

[4]
ORCA calculation (wB97M-V/def2-TZVPD) on a molecular structure, C53H64BN7OS8W.

```
135
Properties=species:S:1:pos:R:3:forces:R:3
W -0.748 -1.155 -1.725 -0.5 -0.8 -0.8
C -0.747 3.772 0.057 0.0 0.0 0.0
C -0.054 2.557 0.584 0.0 0.0 0.0
C 0.372 2.442 1.874 0.0 -0.1 0.1
C 0.959 1.238 2.333 0.0 0.0 0.0
N 1.226 0.263 1.501 0.1 0.1 -0.1
N 0.881 0.412 0.219 0.1 -0.3 0.0
B 1.215 -0.741 -0.816 0.2 0.3 0.0
N 2.109 -0.054 -1.942 0.0 0.0 0.3
N 3.049 0.764 -1.447 0.0 -0.1 -0.2
C 3.843 1.381 -2.282 0.0 0.0 0.1
C 3.738 1.162 -3.678 0.0 0.1 0.0
C 2.758 0.367 -4.189 0.0 0.0 0.0
C 2.556 0.146 -5.652 0.0 0.0 0.0
C 1.882 -0.231 -3.244 -0.1 -0.1 -0.1
S 0.520 -1.169 -3.778 0.2 0.2 0.0
C 4.872 2.338 -1.708 0.0 0.0 0.0
C 4.678 2.509 -0.203 0.0 0.0 0.0
C 4.713 3.702 -2.393 0.0 0.0 0.0
C 6.271 1.774 -1.991 0.0 0.0 0.0
N 1.972 -1.948 -0.233 0.1 0.2 0.1
N 3.095 -1.664 0.466 -0.1 -0.2 -0.1
C 3.822 -2.659 0.888 0.0 0.0 0.0
C 3.435 -4.006 0.643 0.0 0.0 0.0
C 2.332 -4.297 -0.089 -0.1 0.0 0.0
C 1.899 -5.692 -0.400 0.0 0.0 0.0
C 1.581 -3.182 -0.576 0.0 -0.1 0.0
S 0.238 -3.442 -1.608 -0.2 0.1 0.1
C 5.089 -2.351 1.666 0.0 0.0 0.0
C 5.399 -0.859 1.635 0.0 0.0 0.0
C 4.882 -2.814 3.115 0.0 0.0 0.0
C 6.262 -3.120 1.043 0.0 0.0 0.0
C 0.154 1.427 -0.243 -0.1 0.1 -0.1
S -0.577 1.274 -1.827 0.1 0.0 0.4
C 1.281 1.031 3.801 0.0 0.0 0.0
C -0.045 0.965 4.573 0.0 0.0 0.0
C 2.118 2.216 4.301 0.0 0.0 0.0
C 2.060 -0.261 4.014 0.0 0.0 0.0
H -0.927 4.488 0.855 0.0 0.0 0.0
H -1.698 3.502 -0.405 0.0 0.0 0.0
H -0.143 4.255 -0.712 0.0 0.0 0.0
H 0.221 3.258 2.566 0.0 0.0 0.0
H 4.422 1.665 -4.348 0.0 0.0 0.0
H 3.265 0.732 -6.230 0.0 0.0 0.0
H 1.542 0.423 -5.944 0.0 0.0 0.0
H 2.687 -0.907 -5.903 0.0 0.0 0.0
H 3.709 2.958 0.022 0.0 0.0 0.0
H 5.456 3.167 0.182 0.0 0.0 0.0
H 4.732 1.559 0.323 0.0 0.0 0.0
H 3.712 4.107 -2.236 0.0 0.0 0.0
H 4.899 3.654 -3.465 0.0 0.0 0.0
H 5.430 4.406 -1.971 0.0 0.0 0.0
H 6.406 0.802 -1.516 0.0 0.0 0.0
H 7.026 2.452 -1.595 0.0 0.0 0.0
H 6.458 1.660 -3.059 0.0 0.0 0.0
H 4.041 -4.810 1.038 0.0 0.0 0.0
H 2.525 -6.411 0.121 0.0 0.0 0.0
H 1.962 -5.883 -1.472 0.0 0.0 0.0
H 0.858 -5.843 -0.109 0.0 0.0 0.0
H 4.559 -0.261 1.986 0.0 0.0 0.0
H 5.637 -0.532 0.622 0.0 0.0 0.0
H 6.261 -0.660 2.269 0.0 0.0 0.0
H 4.053 -2.285 3.585 0.0 0.0 0.0
H 5.783 -2.619 3.696 0.0 0.0 0.0
H 4.680 -3.885 3.173 0.0 0.0 0.0
H 6.373 -2.886 -0.016 0.0 0.0 0.0
H 6.158 -4.199 1.148 0.0 0.0 0.0
H 7.186 -2.837 1.546 0.0 0.0 0.0
H -0.699 1.807 4.343 0.0 0.0 0.0
H 0.152 0.982 5.644 0.0 0.0 0.0
H -0.583 0.043 4.346 0.0 0.0 0.0
H 1.545 3.142 4.340 0.0 0.0 0.0
H 2.994 2.378 3.673 0.0 0.0 0.0
H 2.465 2.012 5.313 0.0 0.0 0.0
H 1.515 -1.130 3.644 0.0 0.0 0.0
H 2.238 -0.398 5.080 0.0 0.0 0.0
H 3.023 -0.230 3.506 0.0 0.0 0.0
N -1.038 -1.686 0.483 -0.1 0.5 0.0
C -1.472 -2.996 0.910 0.0 0.1 0.0
C -0.743 -3.651 1.888 -0.1 -0.1 0.0
C -1.153 -4.900 2.329 0.0 0.0 -0.1
C -2.293 -5.481 1.791 0.0 0.1 0.0
C -3.016 -4.813 0.816 0.0 0.0 0.0
C -2.619 -3.561 0.356 0.0 0.0 0.0
C -3.334 -2.850 -0.720 0.0 0.0 0.1
C -4.701 -2.952 -0.922 0.0 0.0 0.0
C -5.321 -2.255 -1.960 0.0 0.0 0.0
C -4.598 -1.442 -2.818 0.1 0.0 0.0
C -3.226 -1.326 -2.616 0.0 -0.1 0.0
C -2.605 -2.027 -1.586 0.2 0.1 0.1
H -0.264 -1.402 1.084 0.0 -0.1 -0.1
H -1.797 -1.010 0.678 0.0 0.0 0.1
H 0.138 -3.180 2.310 0.0 0.0 0.0
H -0.586 -5.415 3.090 0.0 0.0 0.0
H -2.616 -6.456 2.126 0.0 0.0 0.0
H -3.888 -5.284 0.381 0.0 0.0 0.0
H -5.305 -3.557 -0.259 0.0 0.0 0.0
H -6.390 -2.350 -2.092 0.0 0.0 0.0
H -5.085 -0.912 -3.624 0.0 0.0 0.0
H -2.651 -0.683 -3.302 0.0 0.0 0.0
C -7.241 1.865 5.075 0.0 0.0 0.0
C -6.294 1.702 3.924 -0.1 0.0 0.1
C -5.430 0.613 3.865 0.0 0.0 0.0
C -4.532 0.448 2.826 0.0 0.0 0.0
C -3.647 -0.768 2.830 0.0 0.0 0.0
C -4.506 1.420 1.798 0.1 0.0 -0.2
C -3.628 1.299 0.645 0.0 -0.1 0.1
O -2.764 0.447 0.465 -0.1 0.1 0.0
C -5.374 2.533 1.843 0.0 0.0 0.1
C -5.397 3.607 0.782 0.0 0.0 0.0
C -6.250 2.651 2.908 0.1 0.0 0.0
H -7.515 0.903 5.506 0.0 0.0 0.0
H -8.148 2.383 4.769 0.0 0.0 0.0
H -6.773 2.458 5.864 0.0 0.0 0.0
H -5.464 -0.131 4.651 0.0 0.0 0.0
H -3.822 -1.351 3.732 0.0 0.0 0.0
H -2.592 -0.493 2.796 0.0 0.0 0.0
H -3.843 -1.406 1.967 0.0 0.0 0.0
H -3.765 2.056 -0.143 0.0 0.0 0.0
H -4.411 4.030 0.592 0.0 0.0 0.0
H -6.044 4.420 1.100 0.0 0.0 0.0
H -5.786 3.232 -0.166 0.0 0.0 0.0
H -6.918 3.501 2.951 0.0 0.0 0.0
C -1.271 4.474 -5.200 0.0 0.0 0.0
S -3.067 4.424 -5.369 0.0 0.1 0.2
C -3.428 3.021 -6.306 0.1 -0.2 -0.1
C -2.896 1.715 -6.221 -0.1 0.1 0.1
S -1.760 1.142 -5.146 0.1 0.1 0.0
S -3.625 0.588 -7.336 0.0 -0.2 -0.1
C -4.838 1.625 -8.025 0.1 0.1 0.1
S -5.932 1.184 -9.125 -0.1 0.0 -0.1
S -4.708 3.261 -7.421 -0.1 0.1 -0.1
H -1.077 5.480 -4.830 0.0 0.0 0.0
H -0.795 4.355 -6.170 0.0 0.0 0.0
H -0.908 3.729 -4.501 0.0 0.0 0.0
```
Forces are in eV/Å.

The value obtained for the lowest unoccupied orbital energy (spin up / spin down) is -5.88 / -6.07 eV. The strongest force on any atom is 0.02314 hartree/bohr. The calculation puts the total energy at -5793.61229 Ha. The value obtained for the energy relative to the best compared isomer or geometry (same formula, charge and spin) is 118.4 kJ/mol. As for the multiplicity: 3. Its expectation value of S² is 2.037. The net charge is +2. The calculation puts the HOMO energy (spin up / spin down) at -11.517 / -12.173 eV. The calculation puts the orbital gap (spin up / spin down) at 5.638 / 6.104 eV.

Which formula does entry 1 have? C3H10NS

Among the records above, which one has the highest energy relative to the best compared isomer or geometry (same formula, charge and spin)? C3H10NS

net charge of number 2 (C38H44GeHfN10OS3)? +4